Entry 1:
{"formula": "C15H15FN2O2S", "method": "wB97M-V/def2-TZVPD", "symbols": ["O", "C", "N", "C", "C", "C", "C", "N", "C", "C", "O", "C", "C", "C", "F", "C", "C", "C", "C", "C", "S", "H", "H", "H", "H", "H", "H", "H", "H", "H", "H", "H", "H", "H", "H", "H"], "xyz": [[-3.2492, -1.8876, -0.1554], [-3.5092, -0.7030, -0.0602], [-2.5841, 0.2954, 0.0263], [-1.1917, 0.1938, 0.0360], [-0.5063, -1.0147, -0.0305], [0.8724, -1.0386, -0.0221], [1.6487, 0.1267, 0.0615], [3.0187, 0.0804, 0.0911], [3.8525, 1.1852, -0.3391], [5.1194, 0.6389, -0.9927], [5.8965, -0.1468, -0.1109], [5.1257, -0.8122, 0.8684], [3.7206, -1.1508, 0.3770], [0.9239, 1.3247, 0.1469], [1.5676, 2.5167, 0.2845], [-0.4515, 1.3700, 0.1256], [-4.9049, -0.2354, -0.0303], [-6.0041, -1.0472, -0.1078], [-7.2204, -0.3410, -0.0538], [-7.0400, 1.0008, 0.0640], [-5.3811, 1.4310, 0.1117], [-2.9344, 1.2415, 0.0958], [-1.0607, -1.9350, -0.0989], [1.3644, -1.9940, -0.0971], [4.1232, 1.8295, 0.5083], [3.3199, 1.7915, -1.0741], [4.8427, 0.0420, -1.8753], [5.7603, 1.4614, -1.3198], [5.6713, -1.7245, 1.1230], [5.0491, -0.1880, 1.7712], [3.1921, -1.6954, 1.1641], [3.7919, -1.7982, -0.5103], [-0.9363, 2.3321, 0.1973], [-5.9186, -2.1144, -0.2001], [-8.1876, -0.8081, -0.1007], [-7.7809, 1.7733, 0.1264]], "forces_ev_per_angstrom": [[0.05, 0.03, 0.00], [0.16, -0.08, -0.01], [-0.29, 0.33, 0.02], [0.60, -0.19, 0.00], [-0.33, -0.05, 0.02], [0.20, 0.35, 0.00], [-0.33, 0.03, -0.02], [0.30, 0.05, 0.13], [0.36, 0.17, -0.10], [-0.18, 0.19, -0.19], [0.11, 0.00, -0.01], [-0.16, -0.21, 0.20], [0.20, -0.03, 0.02], [-0.16, -0.01, -0.03], [-0.02, -0.23, 0.04], [0.06, -0.19, -0.04], [-0.71, 0.32, 0.02], [0.54, 0.12, 0.01], [-0.14, 0.20, 0.01], [0.29, 0.17, 0.01], [-0.25, -0.57, -0.05], [0.06, -0.22, -0.02], [0.00, -0.02, 0.00], [0.09, -0.10, -0.02], [-0.01, 0.05, -0.16], [0.09, -0.02, 0.07], [0.03, 0.10, 0.08], [-0.12, -0.04, -0.02], [-0.12, 0.06, 0.03], [-0.01, -0.10, -0.08], [0.06, -0.04, -0.05], [-0.03, -0.07, 0.10], [-0.02, 0.14, 0.01], [0.08, -0.18, -0.01], [-0.17, -0.05, 0.00], [-0.19, 0.12, 0.01]], "lowdin_charge": [0.074, -0.480, 0.113, -0.223, -0.009, -0.005, -0.169, -0.090, -0.135, -0.185, -0.129, -0.186, -0.149, -0.194, 0.047, 0.048, -0.430, -0.099, -0.175, -0.405, 1.046, 0.089, 0.101, 0.104, 0.130, 0.129, 0.128, 0.127, 0.126, 0.129, 0.130, 0.132, 0.125, 0.120, 0.104, 0.063], "smiles": "O=C(Nc1ccc(N2CCOCC2)c(F)c1)c1cccs1", "e_tot_ha": -1338.627253, "lumo_ev": 0.3078}



Entry 2:
{"formula": "C3H9N2", "method": "wB97M-V/def2-TZVPD", "symbols": ["C", "N", "C", "C", "N", "H", "H", "H", "H", "H", "H", "H", "H", "H"], "xyz": [[0.7941, -0.9446, 0.7480], [0.1113, -0.0948, -0.1891], [0.3627, -0.5758, -1.5001], [-0.6363, 0.9317, -0.0038], [-1.0554, 1.5249, 1.1621], [0.5348, -0.6526, 1.7843], [0.5046, -1.9292, 0.6074], [1.8459, -0.8318, 0.5423], [1.3062, -1.0582, -1.5824], [-0.3350, -1.4225, -1.8306], [0.2078, 0.2377, -2.0962], [-1.0647, 1.1935, -0.9388], [-1.4477, 2.5265, 1.1615], [-1.1283, 1.0950, 2.1358]], "forces_ev_per_angstrom": [[0.06, 2.26, 2.38], [0.38, -1.11, 1.26], [-1.90, -2.85, -0.86], [-1.19, 0.36, 2.31], [-0.41, 0.69, 0.39], [0.45, -0.19, -0.51], [-0.61, -1.94, -0.38], [0.44, -0.07, 0.31], [1.10, 0.33, -0.01], [0.46, 1.25, 0.73], [0.11, 1.72, -2.40], [-0.36, 1.49, -0.49], [0.75, -2.43, -0.51], [0.71, 0.48, -2.21]], "lowdin_charge": [0.015, -0.170, -0.015, -0.093, 0.144, 0.113, 0.090, 0.115, 0.101, 0.153, 0.071, 0.153, 0.166, 0.157], "smiles": "CN(C)C=[NH2+]", "e_tot_ha": -228.943526, "total_charge": 1, "lumo_ev": -3.7425}



Entry 3:
{"formula": "C3H7Cl3Si", "method": "wB97M-V/def2-TZVPD", "symbols": ["C", "C", "C", "Si", "Cl", "Cl", "Cl", "H", "H", "H", "H", "H", "H", "H"], "xyz": [[-1.3326, -0.0067, 1.1035], [0.0075, -0.2935, 0.3131], [-0.1639, -0.4750, -1.1315], [2.8215, -0.3544, -2.2932], [-0.7539, -2.0564, -1.3719], [3.5137, -2.0855, -3.0385], [4.2429, 0.4396, -1.1830], [-1.8935, 0.5283, 0.4146], [-1.0392, 0.5274, 2.0203], [-1.7124, -0.9628, 1.2926], [0.4200, -1.2206, 0.7095], [0.6538, 0.6019, 0.4794], [-0.7036, 0.2801, -1.7443], [2.0208, 0.5531, -3.0058]], "forces_ev_per_angstrom": [[3.27, -0.18, -0.03], [0.35, 1.75, 1.21], [-0.01, 0.25, -0.40], [-2.02, -1.38, 1.52], [-0.50, -1.03, -1.01], [0.12, -0.37, -0.70], [1.15, 0.91, 0.71], [-1.67, 1.28, -0.63], [-0.62, -0.14, -0.35], [-1.18, -1.13, 0.55], [0.55, 0.38, 0.14], [-0.06, -0.83, 0.04], [0.67, -0.48, 0.38], [-0.06, 0.97, -1.44]], "lowdin_charge": [-0.083, -0.409, -0.659, -0.250, 0.610, 0.237, 0.260, 0.041, 0.081, 0.040, 0.082, 0.105, 0.069, -0.126], "e_tot_ha": -1788.528714, "lumo_ev": [-0.2616, -0.1427]}



Entry 4:
{"formula": "C10H40O10", "method": "wB97M-V/def2-TZVPD", "symbols": ["C", "O", "H", "H", "H", "H", "C", "O", "H", "H", "H", "H", "C", "O", "H", "H", "H", "H", "C", "O", "H", "H", "H", "H", "C", "O", "H", "H", "H", "H", "C", "O", "H", "H", "H", "H", "C", "O", "H", "H", "H", "H", "C", "O", "H", "H", "H", "H", "C", "O", "H", "H", "H", "H", "C", "O", "H", "H", "H", "H"], "xyz": [[21.6334, 7.5453, -35.6323], [21.3624, 8.9076, -35.6346], [21.1554, 7.0578, -36.4820], [22.7090, 7.4346, -35.7700], [21.3073, 7.0610, -34.7119], [20.6373, 9.0467, -35.0210], [25.2308, 7.3446, -41.3151], [24.3194, 6.9048, -42.3007], [26.2740, 7.5461, -41.5586], [24.8812, 8.2057, -40.7457], [25.3267, 6.5397, -40.5864], [23.4768, 6.9196, -41.8410], [25.0158, 2.9636, -40.2377], [24.0125, 1.9800, -40.1621], [25.9790, 2.4715, -40.3721], [24.7531, 3.5817, -41.0962], [25.0880, 3.6124, -39.3648], [24.1181, 1.5528, -39.3089], [20.9369, 1.2034, -41.6197], [20.1361, 1.7408, -42.6671], [21.3945, 1.9373, -40.9563], [20.3011, 0.5977, -40.9741], [21.7449, 0.5832, -42.0078], [20.4464, 1.5562, -43.5566], [18.2106, 5.7496, -35.8673], [19.2337, 5.1931, -36.6643], [17.3062, 5.1909, -36.1079], [18.3663, 5.5565, -34.8059], [17.9900, 6.7948, -36.0845], [18.8538, 5.1114, -37.5422], [22.8984, 4.0423, -43.5529], [22.7126, 4.8410, -44.7062], [23.8071, 3.4407, -43.5319], [22.8661, 4.6666, -42.6600], [22.1434, 3.2593, -43.4822], [23.5382, 5.3159, -44.8265], [19.1733, 7.9764, -40.0187], [20.3661, 8.4600, -40.5780], [19.4229, 7.9253, -38.9589], [18.3475, 8.6870, -40.0530], [18.9122, 6.9743, -40.3589], [20.8272, 8.9928, -39.9260], [21.9833, 5.1846, -39.6403], [22.4410, 6.3020, -40.3537], [21.2921, 5.5194, -38.8668], [21.3818, 4.5255, -40.2664], [22.7726, 4.5871, -39.1840], [21.6859, 6.8787, -40.4916], [19.3061, 4.9620, -42.3649], [19.0338, 3.8446, -41.6032], [20.2421, 5.4491, -42.0917], [19.3627, 4.6667, -43.4126], [18.4850, 5.6678, -42.2395], [19.5410, 3.1312, -41.9975], [16.9803, 4.8632, -39.0472], [18.3035, 4.4771, -39.0205], [16.3042, 4.0392, -39.2750], [16.6835, 5.2736, -38.0820], [16.7009, 5.5221, -39.8693], [18.4876, 4.1962, -39.9198]], "forces_ev_per_angstrom": [[0.64, -0.09, 0.31], [-0.42, 0.29, 0.05], [-0.38, -0.44, -0.48], [0.01, -0.24, 0.00], [0.08, -0.12, 0.01], [-0.09, 0.43, 0.05], [0.13, -0.54, 1.37], [0.94, 0.71, -0.53], [-0.33, 0.00, -1.22], [-0.23, 0.21, -0.18], [-0.02, -0.19, 0.43], [-0.27, -0.33, -0.02], [0.33, 0.17, -0.53], [-0.60, -0.15, 0.56], [0.21, 0.27, -0.21], [0.33, 0.04, -0.03], [-0.19, 0.00, 0.21], [-0.13, -0.29, -0.01], [0.33, -0.86, 0.17], [-0.20, 0.40, 0.19], [-0.03, 0.52, -0.43], [-0.08, -0.18, -0.17], [-0.07, -0.01, 0.01], [0.31, -0.16, 0.20], [-0.04, -1.16, 0.72], [0.10, 0.89, 2.11], [-0.45, 0.01, -0.29], [0.62, 0.36, -0.16], [0.19, 0.30, -0.26], [0.00, -0.54, -2.38], [-0.12, -0.35, 0.36], [0.12, -0.52, 0.11], [0.50, 0.35, -0.26], [0.01, -0.10, 0.23], [-0.51, 0.40, -0.19], [0.00, 0.25, -0.13], [0.21, 0.34, 1.84], [0.62, -0.22, -1.20], [-0.59, -0.59, 0.53], [-0.14, -0.08, -0.63], [0.08, 0.27, -0.34], [-0.08, 0.17, -0.07], [-0.87, -0.41, 0.17], [0.56, 0.03, 0.04], [0.00, -0.02, 0.47], [0.08, -0.24, -0.25], [0.23, 0.38, -0.21], [-0.34, 0.45, -0.18], [-0.10, 0.98, -0.90], [-0.63, -0.12, 1.64], [0.18, 0.12, 0.03], [0.03, 0.32, -0.18], [0.03, 0.14, -0.16], [0.09, -1.02, -0.21], [-2.24, -0.15, -0.20], [0.51, 0.58, 1.00], [0.05, -0.54, 0.41], [-0.06, 0.21, -0.22], [0.49, 0.76, 0.11], [1.19, -0.71, -1.14]], "lowdin_charge": [-0.139, -0.036, 0.065, 0.104, 0.096, 0.094, -0.156, -0.097, 0.084, 0.080, 0.068, 0.033, -0.165, -0.125, 0.084, 0.070, 0.073, 0.080, -0.116, -0.128, 0.061, 0.087, 0.093, 0.106, -0.035, 0.132, 0.111, 0.113, 0.133, 0.040, -0.166, -0.096, 0.083, 0.055, 0.059, 0.078, -0.142, -0.104, 0.070, 0.090, 0.057, 0.095, -0.116, -0.115, 0.065, 0.066, 0.082, 0.046, -0.144, -0.133, 0.071, 0.102, 0.082, 0.017, -0.137, -0.099, 0.103, 0.071, 0.100, 0.054], "e_tot_ha": -1156.838750, "spin_multiplicity": 2, "total_charge": 1, "lumo_ev": [-2.6335, -9.7153]}



- Which formula does entry 3 have?
  C3H7Cl3Si